[1]
A structure of composition C49H52BrCdN5O7PSSb, computed with ωB97M-V/def2-TZVPD.

Each line ends with the Löwdin charge.
Element x y z (Å)
Sb: -2.277 -1.258 -3.505  1.270
Cd: -1.458 -0.864 0.371  1.475
Br: 0.213 6.734 4.550  0.654
S: -0.736 0.059 5.461  0.888
P: 1.946 1.118 -1.335  1.193
O: -0.856 -5.410 0.102  -0.030
O: 0.916 -0.340 6.047  -0.240
O: -0.800 1.483 5.733  -0.469
O: -2.402 1.298 1.430  -0.026
O: 0.152 -1.294 2.068  -0.113
O: -5.774 -1.613 0.640  -0.019
O: -0.381 1.151 0.502  -0.178
N: -3.462 -1.590 0.830  -0.002
N: -3.429 0.425 -1.041  0.022
N: -1.297 -3.164 0.488  0.014
N: -0.601 -0.167 3.897  -0.126
N: 0.128 -2.693 -1.882  0.071
C: -4.642 -1.146 0.432  -0.528
C: -5.545 2.213 -1.029  -0.073
C: -3.347 1.588 -1.681  -0.187
C: -4.367 2.521 -1.701  -0.076
C: 0.477 3.427 -1.209  -0.125
C: -1.436 5.144 2.851  -0.135
C: 3.671 -2.551 5.270  -0.112
C: 1.993 -3.294 -3.256  -0.092
C: -0.225 5.184 3.520  -0.689
C: 1.261 -4.757 -1.523  -0.012
C: 2.143 -4.482 -2.548  -0.075
C: 1.682 -1.180 5.330  -0.304
C: 2.760 1.513 -3.039  -0.682
C: -3.773 -3.738 3.848  -0.123
C: 3.309 0.420 -0.202  -0.673
C: 2.571 3.684 -0.094  -0.104
C: 1.709 2.880 -0.833  -0.364
C: 1.355 -1.615 4.042  -0.085
C: -1.803 -4.340 2.606  -0.041
C: 3.233 -1.104 -0.398  -0.112
C: 0.264 -3.831 -1.212  -0.199
C: -1.801 -2.994 -4.733  -0.355
C: -4.544 0.141 -0.373  -0.220
C: -0.711 -4.190 -0.110  -0.518
C: 3.543 0.309 -3.570  -0.105
C: 2.172 -2.544 3.405  -0.029
C: 2.865 0.688 1.245  -0.102
C: 0.349 3.025 2.700  -0.011
C: -2.116 -3.412 1.613  -0.245
C: -3.094 -0.225 -5.262  -0.364
C: 1.563 1.738 -3.978  -0.124
C: 3.323 -3.024 4.007  -0.108
C: -1.244 1.703 1.265  -0.655
C: 0.970 -2.444 -2.880  -0.230
C: -3.276 -2.613 1.769  -0.232
C: -4.095 -2.798 2.882  -0.033
C: 0.985 5.500 -0.104  -0.099
C: 2.205 4.973 0.283  -0.091
C: -1.745 4.018 2.104  -0.020
C: -0.853 2.957 2.013  -0.123
C: 2.863 -1.639 5.925  -0.031
C: 4.759 0.880 -0.376  -0.094
C: 0.122 4.722 -0.868  -0.084
C: -2.622 -4.504 3.713  -0.121
C: 0.676 4.139 3.462  -0.122
C: 0.217 -1.008 3.280  -0.528
C: 3.653 2.753 -3.089  -0.097
C: -5.635 1.006 -0.363  -0.005
C: -4.174 -2.112 -2.958  -0.326
H: 1.601 4.169 4.022  0.102
H: 5.353 0.455 0.442  0.083
H: 2.936 -5.174 -2.804  0.096
H: 1.293 -5.677 -0.956  0.108
H: 0.851 0.911 -3.918  0.051
H: -2.360 -5.235 4.471  0.083
H: 3.542 3.319 0.210  0.081
H: -0.231 2.799 -1.737  0.083
H: 1.824 0.389 1.378  0.050
H: 2.876 5.561 0.899  0.100
H: 0.700 6.500 0.201  0.099
H: 3.522 -1.409 -1.406  0.056
H: 3.481 0.095 1.931  0.090
H: 2.962 1.738 1.518  0.059
H: 2.646 -3.041 -4.082  0.094
H: 0.800 -1.509 -3.408  0.057
H: -4.973 -2.175 2.985  0.102
H: -4.414 -3.861 4.715  0.083
H: -2.699 3.952 1.593  0.118
H: -0.887 -2.847 -5.313  -0.013
H: 3.773 0.460 -4.632  0.080
H: 4.867 1.964 -0.333  0.052
H: 4.584 -2.894 5.744  0.089
H: 4.071 2.859 -4.098  0.078
H: -2.137 5.963 2.937  0.091
H: 1.904 1.831 -5.017  0.078
H: 3.903 -1.599 0.315  0.085
H: -4.087 -2.533 -1.953  -0.004
H: 1.873 -2.865 2.414  0.113
H: 3.952 -3.745 3.499  0.088
H: -2.268 0.143 -5.877  -0.021
H: 3.111 -1.273 6.914  0.106
H: 4.486 2.683 -2.385  0.063
H: -4.952 -1.347 -2.948  0.003
H: -2.410 1.775 -2.205  0.086
H: -3.709 -0.904 -5.858  -0.013
H: -1.660 -3.857 -4.076  -0.002
H: -3.702 0.631 -4.955  -0.021
H: 1.026 2.183 2.666  0.104
H: 2.966 -0.610 -3.476  0.042
H: 1.029 2.654 -3.714  0.063
H: -2.633 -3.191 -5.412  -0.012
H: -4.440 -2.901 -3.663  -0.003
H: -0.847 5.111 -1.160  0.101
H: -4.246 3.459 -2.229  0.092
H: 5.198 0.532 -1.311  0.055
H: 4.488 0.169 -3.046  0.056
H: -6.374 2.912 -1.024  0.096
H: -6.519 0.697 0.178  0.111
H: 3.088 3.657 -2.859  0.072
H: 2.217 -1.458 -0.207  0.066
H: -0.900 -4.924 2.500  0.103

Calculated values
Total charge: -2
Energy above the lowest of the compared OMol25 structures with the same formula, charge and spin (kcal per mole): 0.0
E_tot (Ha): -6420.587040
HOMO-LUMO gap (eV): 5.96
Lowest unoccupied orbital energy (eV): 3.7



[2]
An isolated molecule of C4H8N2OS in a non-equilibrium geometry, computed with ωB97M-V/def2-TZVPD.

Each line ends with the Löwdin charge.
Element x y z (Å)
S: -0.531 -0.007 0.960  0.865
O: -0.565 -1.227 -2.634  -0.295
N: 0.859 0.888 1.352  -0.383
N: -1.257 -0.782 -1.352  -0.015
C: -0.267 -0.234 -0.797  -0.492
C: 2.309 2.466 2.382  -0.091
C: -1.329 -2.412 -3.129  -0.087
C: 1.116 1.440 2.484  -0.272
H: 2.816 2.516 1.329  0.110
H: 1.991 3.430 2.505  0.007
H: -2.413 -2.116 -3.190  0.077
H: -0.893 -2.550 -4.087  0.048
H: 0.361 1.330 3.378  0.133
H: 0.996 -0.112 -0.911  0.167
H: -1.064 -3.270 -2.215  0.148
H: 3.035 2.400 3.259  0.081

Calculated values
Energy above the lowest of the compared OMol25 structures with the same formula, charge and spin (kcal per mole): 130.2
E_tot (Ha): -739.954485
HOMO-LUMO gap (eV): 9.43
Lowest unoccupied orbital energy (eV): 0.9



[3]
A cluster of 2 separate species, CH4INOS in total in a non-equilibrium geometry, computed with ωB97M-V/def2-TZVPD.

Each line ends with the Löwdin charge.
Element x y z (Å)
I: -3.540 -0.608 1.132  0.232
S: -1.670 -0.319 -0.551  0.342
O: -0.877 -1.524 -0.562  -0.754
N: 1.582 0.543 -0.321  0.054
C: 0.440 0.396 0.565  -0.062
H: 1.736 1.272 -0.805  -0.020
H: 1.635 -0.133 -1.128  0.125
H: 0.331 -0.751 0.410  0.050
H: 0.364 1.124 1.259  0.033

Calculated values
Energy above the lowest of the compared OMol25 structures with the same formula, charge and spin (kcal per mole): 57.4
E_tot (Ha): -866.241201
HOMO-LUMO gap (spin up / spin down) (eV): 7.30 / 7.30
Lowest unoccupied orbital energy (spin up / spin down) (eV): -0.8 / -0.8



[4]
An isolated molecule of C20H22N2O4S in a non-equilibrium geometry, computed with ωB97M-V/def2-TZVPD.

Each line ends with the Löwdin charge.
Element x y z (Å)
S: -1.295 1.655 -1.793  0.707
O: -2.039 2.871 -1.680  -0.265
O: -0.648 1.416 -3.055  -0.283
O: 3.799 0.218 -1.415  0.010
O: -1.744 2.072 1.032  -0.090
N: -2.332 0.396 -1.367  -0.233
N: 5.099 -0.134 -1.509  0.101
C: -2.015 -1.427 0.208  -0.169
C: 2.172 0.984 0.189  -0.132
C: 1.796 1.225 1.510  0.007
C: -0.458 1.743 0.831  -0.254
C: -4.378 -1.823 0.932  -0.083
C: 4.663 0.446 0.603  0.043
C: -2.167 2.426 2.331  -0.059
C: -0.634 -1.313 -1.770  -0.026
C: -0.071 1.510 -0.491  -0.173
C: 3.519 0.571 -0.147  -0.217
C: 7.065 -0.310 -0.067  -0.028
C: 0.070 -2.430 -1.358  -0.065
C: 1.212 1.141 -0.813  0.024
C: -3.467 0.283 -2.257  -0.057
C: -0.261 -3.048 -0.165  -0.075
C: -1.298 -2.550 0.602  -0.035
C: 5.636 -0.006 -0.323  -0.351
C: -3.148 -0.921 1.055  -0.201
C: -1.666 -0.802 -0.992  -0.239
C: 0.507 1.603 1.830  0.013
H: -3.398 0.092 0.743  0.099
H: -3.833 1.294 -2.429  0.088
H: 0.286 -3.918 0.167  0.103
H: 4.806 0.646 1.643  0.110
H: -3.213 2.706 2.228  0.102
H: -2.832 -0.900 2.101  0.113
H: -5.195 -1.434 1.535  0.072
H: -1.555 -3.034 1.534  0.115
H: 2.521 1.110 2.301  0.117
H: 7.537 -0.635 -0.989  0.080
H: -4.149 -2.832 1.269  0.072
H: 1.462 0.980 -1.850  0.128
H: -3.193 -0.170 -3.217  0.099
H: 0.875 -2.813 -1.967  0.107
H: -4.245 -0.314 -1.783  0.084
H: -1.601 3.278 2.718  0.102
H: -2.082 1.583 3.024  0.094
H: 7.575 0.577 0.306  0.082
H: -4.708 -1.881 -0.102  0.066
H: -0.384 -0.815 -2.694  0.108
H: 7.154 -1.095 0.682  0.082
H: 0.256 1.780 2.864  0.109

Calculated values
Energy above the lowest of the compared OMol25 structures with the same formula, charge and spin (kcal per mole): 99.6
E_tot (Ha): -1583.917234
HOMO-LUMO gap (eV): 8.79
Lowest unoccupied orbital energy (eV): 0.3